Record 1
Formula: C27H34BrClF6N5O5P2S
Source: the Open Molecules 2025 dataset
Level of theory: wB97M-V/def2-TZVPD

Positions of all 82 atoms, in Å:
C: 1.32 6.57 -1.83
C: 0.87 5.36 -2.85
C: 1.67 3.94 -2.63
C: 0.67 2.64 -2.66
N: 1.23 1.38 -2.03
N: 1.53 1.54 -0.69
C: 0.32 1.46 0.21
C: -0.47 2.89 0.55
F: -0.01 4.21 0.05
C: -1.84 2.88 1.50
C: -2.72 4.26 1.84
C: -3.72 4.54 0.54
C: -4.16 3.17 -0.25
Cl: -5.62 3.49 -1.40
C: -2.46 1.48 2.17
F: -3.71 1.48 3.01
C: -1.66 0.09 1.82
P: -2.28 -1.61 2.55
C: -1.94 -1.41 4.45
C: -4.16 -1.81 2.20
C: -0.33 0.11 0.86
S: 0.52 -1.53 0.51
C: 2.32 -1.02 0.18
C: 3.47 -2.16 0.50
N: 3.01 -3.51 1.08
C: 5.03 -1.76 0.18
C: 6.22 -2.85 0.48
O: 6.35 -4.01 -0.22
N: 7.29 -2.65 1.56
C: 6.64 -2.14 2.84
O: 5.98 -3.05 3.60
F: 6.66 -0.73 3.29
C: 5.36 -0.25 -0.43
P: 7.22 0.10 -0.81
N: 7.79 1.60 -0.04
O: 7.25 0.23 -2.58
C: 4.17 0.90 -0.70
Br: 4.77 2.67 -1.40
C: 2.58 0.49 -0.38
H: 0.77 7.56 -2.21
H: 2.47 6.83 -1.88
H: 1.00 6.43 -0.72
H: 1.01 5.79 -3.96
H: -0.29 5.10 -2.78
H: 2.14 3.99 -1.55
H: 2.52 3.75 -3.44
H: 0.49 2.39 -3.81
H: -0.40 2.92 -2.24
H: 2.11 1.19 -2.58
H: -2.03 5.18 2.08
H: -3.46 4.05 2.76
H: -4.74 5.07 0.88
H: -3.24 5.25 -0.26
H: -3.31 2.73 -0.96
H: -4.52 2.30 0.46
H: -1.97 -0.26 4.77
H: -0.85 -1.77 4.75
H: -2.76 -1.97 5.09
H: -4.82 -1.14 2.91
H: -4.49 -2.93 2.29
H: -4.34 -1.44 1.10
H: 3.80 -4.19 1.08
H: 2.23 -3.90 0.49
H: 7.93 -1.87 1.23
H: 7.84 2.32 -0.82
H: 8.80 1.41 0.21
H: 6.76 -0.59 -2.95
C: -5.18 -7.15 -0.90
C: -3.90 -6.45 -1.32
O: -4.13 -5.22 -2.01
C: -4.42 -4.03 -1.23
O: -3.50 -3.84 -0.29
C: -5.90 -3.96 -0.69
F: -6.78 -4.47 -1.61
F: -6.31 -2.68 -0.48
F: -6.13 -4.63 0.47
H: -5.95 -7.07 -1.67
H: -4.98 -8.21 -0.71
H: -5.58 -6.73 0.02
H: -3.40 -7.10 -2.05
H: -3.21 -6.35 -0.49
H: -4.46 -3.28 -2.04

Its charge is -1. As for the frontier orbital gap: 4.23 eV.

=====

Record 2
Formula: C27H34F7IO24
Source: the Open Molecules 2025 dataset
Level of theory: wB97M-V/def2-TZVPD

Positions of all 93 atoms, in Å:
C: 2.28 2.06 0.82
C: 1.12 3.04 1.24
O: 1.04 4.02 0.20
C: 0.31 5.16 0.61
O: 1.05 6.28 0.18
C: 2.05 6.62 1.14
C: -1.06 5.20 -0.17
I: -1.66 7.27 -0.45
O: -2.06 4.37 0.37
C: -2.37 4.69 1.73
H: 3.27 2.56 0.86
H: 2.28 1.14 1.43
H: 2.08 1.78 -0.23
H: 0.18 2.43 1.25
H: 1.36 3.50 2.22
H: 0.22 5.24 1.71
H: 1.58 6.81 2.13
H: 2.78 5.78 1.19
H: 2.59 7.51 0.77
H: -0.85 4.80 -1.19
H: -2.60 5.76 1.91
H: -1.57 4.30 2.41
H: -3.28 4.10 1.98
O: 3.19 -2.27 3.05
C: 2.83 -2.33 1.92
O: 2.04 -3.32 1.42
C: 1.72 -2.97 0.08
C: 2.84 -2.04 -0.28
F: 2.43 -1.09 -1.15
O: 3.15 -1.42 0.96
H: 0.74 -2.47 0.06
H: 1.68 -3.85 -0.56
H: 3.73 -2.54 -0.67
O: -1.50 -7.00 4.89
C: -1.34 -6.08 4.17
O: -0.56 -5.00 4.45
C: -0.52 -4.19 3.28
C: -1.78 -4.60 2.57
F: -1.64 -4.52 1.22
O: -1.93 -5.96 2.94
H: 0.37 -4.42 2.70
H: -0.51 -3.13 3.53
H: -2.67 -4.04 2.87
O: -5.81 0.95 1.78
C: -5.56 1.54 0.79
O: -5.10 2.81 0.75
C: -4.79 3.11 -0.62
C: -5.65 2.13 -1.35
F: -5.08 1.73 -2.52
O: -5.70 1.02 -0.47
H: -3.72 2.94 -0.79
H: -5.03 4.14 -0.86
H: -6.67 2.48 -1.55
O: 5.37 -1.31 -2.53
C: 5.68 -0.22 -2.19
O: 5.06 0.48 -1.20
C: 5.82 1.67 -1.00
C: 6.52 1.82 -2.31
F: 7.74 2.40 -2.15
O: 6.71 0.49 -2.73
H: 6.51 1.53 -0.16
H: 5.17 2.52 -0.77
H: 5.95 2.37 -3.07
O: 4.69 1.21 -7.62
C: 5.44 2.08 -7.32
O: 5.98 2.96 -8.20
C: 6.70 3.93 -7.44
C: 6.99 3.17 -6.18
F: 7.03 4.00 -5.10
O: 5.87 2.32 -6.05
H: 6.08 4.80 -7.26
H: 7.61 4.24 -7.96
H: 7.91 2.57 -6.21
O: -11.70 -1.84 3.70
C: -10.57 -1.68 3.38
O: -10.09 -0.54 2.82
C: -8.67 -0.70 2.71
C: -8.52 -2.19 2.70
F: -7.35 -2.58 3.28
O: -9.59 -2.62 3.52
H: -8.18 -0.24 3.57
H: -8.29 -0.24 1.80
H: -8.60 -2.65 1.72
O: -0.35 -9.25 -2.09
C: -0.22 -8.79 -1.01
O: -0.25 -9.51 0.15
C: 0.08 -8.61 1.21
C: -0.29 -7.28 0.62
F: 0.53 -6.30 1.09
O: -0.03 -7.46 -0.76
H: 1.14 -8.69 1.44
H: -0.49 -8.84 2.11
H: -1.33 -7.00 0.76

Its charge is 0. As for the frontier orbital gap: 9.39 eV. The structure (SMILES) is CCO[C@@H](OC)[C@H](I)OC.O=C1OC[C@@H](F)O1.O=C1OC[C@@H](F)O1.O=C1OC[C@@H](F)O1.O=C1OC[C@@H](F)O1.O=C1OC[C@@H](F)O1.O=C1OC[C@@H](F)O1.O=C1OC[C@@H](F)O1.

=====

Record 3
Formula: C27H34IN7O5S3Ta
Source: the Open Molecules 2025 dataset
Level of theory: wB97M-V/def2-TZVPD

Positions of all 78 atoms, in Å:
Ta: -0.30 0.47 1.42
C: -1.81 -2.32 4.29
C: -0.87 -1.99 3.16
O: -0.77 -0.71 2.96
C: -0.14 -2.87 2.44
C: 0.87 -2.46 1.53
C: 1.78 -3.51 0.94
N: 1.07 -1.20 1.19
N: 2.27 -1.02 0.45
C: 2.42 0.23 0.29
O: 1.48 1.07 0.80
C: 3.56 0.80 -0.44
C: 3.56 2.13 -0.73
C: 4.60 2.65 -1.53
C: 5.62 1.79 -1.96
C: 5.59 0.45 -1.66
C: 4.54 -0.06 -0.91
H: -2.84 -2.02 4.07
H: -1.77 -3.38 4.50
H: -1.46 -1.80 5.15
H: -0.22 -3.92 2.62
H: 1.31 -4.53 1.03
H: 2.25 -3.28 -0.02
H: 2.64 -3.64 1.65
H: 2.84 2.77 -0.25
H: 4.60 3.71 -1.77
H: 6.36 2.17 -2.64
H: 6.34 -0.26 -1.93
H: 4.48 -1.12 -0.64
O: -1.57 -1.00 0.52
S: -1.94 -1.56 -0.88
C: -1.08 -3.16 -1.08
C: -1.91 -4.21 -0.39
C: -3.34 -3.86 -0.73
C: -3.50 -2.34 -0.52
H: -0.04 -3.09 -0.79
H: -1.11 -3.24 -2.19
H: -1.76 -4.08 0.68
H: -1.54 -5.22 -0.66
H: -4.10 -4.35 -0.10
H: -3.51 -4.11 -1.78
H: -3.64 -2.06 0.51
H: -4.28 -1.84 -1.10
S: 1.32 -1.10 -2.87
C: 0.16 -1.15 -4.10
N: -1.08 -0.58 -4.15
C: -1.78 -0.98 -5.35
C: -0.68 -1.53 -6.24
N: 0.30 -1.89 -5.24
H: -1.38 0.13 -3.50
H: -2.32 -0.21 -5.81
H: -2.47 -1.77 -5.02
H: -0.22 -0.74 -6.87
H: -0.99 -2.37 -6.87
H: 1.22 -2.23 -5.46
I: 0.05 8.16 5.76
C: -0.03 6.44 4.63
C: -0.19 6.47 3.23
C: -0.16 5.26 2.56
C: -0.05 4.07 3.22
C: 0.14 4.09 4.60
C: 0.17 5.24 5.32
C: -0.10 2.85 2.40
O: -0.34 2.78 1.19
O: -0.01 1.72 3.03
H: -0.34 7.40 2.68
H: -0.34 5.19 1.51
H: 0.15 3.18 5.13
H: 0.37 5.34 6.37
N: -1.52 1.57 -1.83
N: -0.48 1.17 -0.92
H: -1.44 2.57 -1.89
H: -2.44 1.39 -1.36
H: 0.07 2.00 -0.67
H: 0.17 0.48 -1.39
S: -2.74 1.26 2.08
C: -3.55 0.98 0.66
N: -4.11 0.76 -0.35

Its charge is +1. As for the frontier orbital gap: 7.57 eV.

=====

Record 4
Formula: C27H34N8O2RuSe
Source: the Open Molecules 2025 dataset
Level of theory: wB97M-V/def2-TZVPD

Positions of all 73 atoms, in Å:
Ru: 0.54 -1.41 -0.10
N: 1.51 2.34 1.07
C: 2.32 1.21 0.61
C: 3.12 0.64 1.77
C: 3.67 -0.73 1.42
N: 2.56 -1.71 1.31
C: 4.48 -0.65 0.13
C: 3.75 0.02 -1.03
N: 2.64 -0.84 -1.51
C: 3.21 1.40 -0.60
H: 0.39 1.14 1.96
H: 1.01 2.77 0.29
H: 2.08 3.06 1.49
H: 1.62 0.46 0.28
H: 2.49 0.57 2.67
H: 3.95 1.32 2.01
H: 4.35 -1.04 2.22
H: 2.11 -1.85 2.21
H: 2.92 -2.61 1.02
H: 4.81 -1.66 -0.17
H: 5.38 -0.08 0.34
H: 4.48 0.17 -1.83
H: 2.95 -1.79 -1.61
H: 2.35 -0.54 -2.43
H: 2.64 1.85 -1.43
H: 4.05 2.07 -0.37
O: 0.11 0.21 2.15
C: -0.88 0.18 3.09
C: -1.31 1.36 3.67
C: -2.27 1.35 4.67
C: -2.80 0.13 5.09
C: -2.38 -1.04 4.50
C: -1.42 -1.05 3.48
C: -1.03 -2.33 2.85
N: -0.27 -2.54 1.79
C: -0.17 -3.91 1.61
C: -0.90 -4.54 2.57
N: -1.44 -3.53 3.33
H: -0.88 2.30 3.33
H: -2.60 2.28 5.12
H: -3.55 0.10 5.88
H: -2.83 -1.97 4.83
H: 0.42 -4.35 0.82
H: -1.09 -5.59 2.75
H: -2.04 -3.67 4.13
C: -2.49 4.10 -5.29
C: -2.16 3.18 -4.15
C: -1.53 1.96 -4.36
C: -1.24 1.09 -3.33
C: -0.55 -0.20 -3.69
C: -1.59 1.46 -2.01
Se: -1.30 0.36 -0.50
C: -2.24 2.70 -1.76
C: -2.70 3.16 -0.40
C: -2.50 3.53 -2.84
H: -2.02 3.78 -6.22
H: -2.17 5.13 -5.07
H: -3.57 4.13 -5.45
H: -1.28 1.67 -5.38
H: -0.77 -0.48 -4.72
H: -0.84 -1.02 -3.04
H: 0.53 -0.07 -3.60
H: -2.13 2.73 0.42
H: -3.75 2.89 -0.24
H: -2.64 4.25 -0.33
H: -3.00 4.48 -2.66
O: 1.07 -3.35 -1.34
N: -0.09 -2.84 -1.54
C: -1.16 -3.60 -1.54
C: -2.44 -2.95 -1.69
N: -3.45 -2.43 -1.79
C: -1.07 -5.03 -1.47
N: -0.98 -6.18 -1.41

The spin multiplicity is 6. Its charge is +1. As for the frontier orbital gap (spin up / spin down): 8.12 / 6.11 eV. Its expectation value of S² is 8.791.

=====

Record 5
Formula: C27H34NO2
Source: the Open Molecules 2025 dataset
Level of theory: wB97M-V/def2-TZVPD

Positions of all 64 atoms, in Å:
C: 1.86 -1.31 1.99
O: 1.49 -2.22 0.93
C: 0.54 -3.12 1.28
O: 0.08 -3.19 2.40
C: 0.07 -3.99 0.11
C: 0.73 -5.39 0.10
C: -0.31 -6.34 0.68
C: -1.66 -5.65 0.48
N: -1.34 -4.25 0.31
C: -2.27 -3.27 0.14
C: -1.94 -1.93 0.00
C: -2.94 -0.88 0.31
C: -4.40 -1.37 0.54
C: -4.74 -2.68 -0.17
C: -3.70 -3.77 0.13
H: 2.77 -0.83 1.65
H: 1.07 -0.56 2.12
H: 2.02 -1.84 2.94
H: 0.26 -3.42 -0.81
H: 0.92 -5.68 -0.95
H: 1.68 -5.42 0.65
H: -0.34 -7.31 0.17
H: -0.12 -6.53 1.74
H: -2.15 -6.05 -0.43
H: -2.35 -5.81 1.32
H: -0.94 -1.60 -0.34
H: -2.64 -0.34 1.23
H: -2.93 -0.13 -0.50
H: -4.54 -1.53 1.62
H: -5.11 -0.58 0.26
H: -5.73 -3.03 0.14
H: -4.78 -2.50 -1.26
H: -3.86 -4.59 -0.58
H: -3.92 -4.23 1.10
C: 3.38 4.35 3.86
C: 2.70 3.66 2.72
C: 3.12 2.42 2.21
C: 2.43 1.83 1.16
C: 1.29 2.46 0.60
C: 0.72 1.97 -0.64
C: 0.84 2.81 -1.77
C: 0.08 2.57 -2.97
C: 0.19 3.42 -4.06
C: 1.02 4.56 -4.02
C: 1.12 5.50 -5.18
C: 1.80 4.79 -2.88
C: 1.72 3.96 -1.79
C: 0.89 3.73 1.11
C: 1.57 4.29 2.18
H: 3.41 5.43 3.68
H: 2.82 4.21 4.80
H: 4.41 4.00 4.01
H: 3.99 1.92 2.64
H: 2.79 0.91 0.68
H: 0.33 0.96 -0.72
H: -0.58 1.70 -2.98
H: -0.41 3.24 -4.95
H: 1.28 6.53 -4.83
H: 1.96 5.25 -5.84
H: 0.21 5.49 -5.79
H: 2.48 5.65 -2.86
H: 2.34 4.18 -0.92
H: 0.09 4.29 0.63
H: 1.24 5.24 2.61

Its charge is +1. As for the frontier orbital gap: 3.26 eV.

=====

Record 6
Formula: C27H34NO2PPbSi
Source: the Open Molecules 2025 dataset
Level of theory: wB97M-V/def2-TZVPD

Positions of all 67 atoms, in Å:
Pb: 0.07 -1.67 -0.94
N: 2.53 0.53 0.72
C: 2.79 0.27 2.05
C: 4.12 0.29 2.49
C: 4.44 0.00 3.80
C: 3.44 -0.32 4.72
C: 2.13 -0.34 4.29
C: 1.78 -0.05 2.97
P: 0.04 -0.09 2.40
C: -0.61 1.51 3.00
C: 0.22 2.55 3.39
C: -0.31 3.78 3.75
C: -1.68 3.99 3.72
C: -2.52 2.95 3.34
C: -1.99 1.73 2.97
C: -0.72 -1.28 3.57
C: -0.70 -2.63 3.20
C: -1.22 -3.60 4.03
C: -1.79 -3.24 5.25
C: -1.83 -1.91 5.62
C: -1.29 -0.93 4.79
H: 1.61 0.81 0.42
H: 3.27 0.92 0.17
H: 4.91 0.53 1.78
H: 5.48 0.02 4.11
H: 3.69 -0.55 5.75
H: 1.35 -0.59 4.99
H: 1.29 2.40 3.43
H: 0.35 4.59 4.06
H: -2.10 4.95 4.01
H: -3.60 3.10 3.33
H: -2.65 0.92 2.67
H: -0.27 -2.91 2.24
H: -1.20 -4.64 3.73
H: -2.20 -4.00 5.90
H: -2.27 -1.62 6.57
H: -1.32 0.11 5.10
C: -3.54 1.19 -0.19
O: -2.51 0.19 -0.01
C: -2.13 -0.58 -0.96
C: -2.86 -0.55 -2.25
H: -3.33 1.76 -1.09
H: -3.49 1.82 0.68
H: -4.52 0.71 -0.26
H: -3.91 -0.29 -2.18
H: -2.68 -1.49 -2.77
H: -2.34 0.21 -2.85
C: -1.10 4.23 -2.64
Si: 0.50 3.54 -1.98
C: 0.82 4.21 -0.26
C: 1.91 3.99 -3.12
C: 0.37 1.72 -1.86
C: 0.35 0.49 -1.77
H: -1.04 5.31 -2.80
H: -1.92 4.05 -1.94
H: -1.36 3.76 -3.60
H: 0.90 5.30 -0.27
H: 1.74 3.80 0.15
H: 0.00 3.94 0.41
H: 1.99 5.08 -3.23
H: 1.75 3.57 -4.12
H: 2.86 3.61 -2.74
C: -0.01 -2.24 -3.98
O: -0.69 -2.51 -2.79
H: -0.20 -3.03 -4.71
H: 1.09 -2.19 -3.86
H: -0.31 -1.29 -4.43

Its charge is 0. As for the frontier orbital gap: 7.97 eV.

=====

| no. | strongest force on any atom (Eh/bohr) |
| --- | --- |
| 1 | 0.192 |
| 2 | 0.039 |
| 3 | 0.045 |
| 4 | 0.018 |
| 5 | 0.049 |
| 6 | 0.003 |